This record from OMol25 describes a molecular structure, C5H9HgO3 in a non-equilibrium geometry. The level of theory is ωB97M-V/def2-TZVPD.

Geometry as XYZ:
```
18
C5H9HgO3, DFT ωB97M-V/def2-TZVPD
Hg 0.33 0.61 -1.52
O 0.11 1.31 0.52
O 0.77 -0.48 -3.22
O 0.18 -1.24 -0.37
C -0.70 -0.90 0.69
C -0.08 0.25 1.44
C 0.77 2.43 1.07
C -0.46 -1.83 -1.52
C 0.45 -1.65 -3.30
H -0.85 -1.76 1.37
H -1.68 -0.60 0.30
H -0.74 0.57 2.26
H 0.33 2.70 2.04
H 0.89 -0.05 1.87
H 1.85 2.22 1.21
H -1.48 -1.93 -1.93
H -0.35 -2.91 -1.28
H 0.65 3.27 0.37
```

Its HOMO energy (alpha / beta) is -6.30 / -6.79 eV. The calculated total energy comes out at -15640.091 eV. The expectation value of S² is 0.759. The multiplicity is 2. The value obtained for the max |F| is 5.91 eV/A. The LUMO energy (alpha / beta) is 0.6 / -0.4 eV. Its energy above the lowest of the compared OMol25 structures with the same formula, charge and spin is 133.72 kcal per mole.

Mulliken atomic charges, in units of e:
1. Hg 0.5241
2. O -0.2361
3. O -0.3622
4. O -0.4667
5. C -0.5936
6. C -0.3302
7. C -0.7859
8. C -0.9313
9. C 0.0213
10. H 0.3861
11. H 0.3257
12. H 0.3750
13. H 0.2882
14. H 0.3474
15. H 0.3232
16. H 0.4512
17. H 0.3960
18. H 0.2677

=====

This record from OMol25 describes a gas-phase ion, C5H17N3 (charge +2) in a non-equilibrium geometry. The level of theory is ωB97M-V/def2-TZVPD.

Geometry as XYZ:
```
25
C5H17N3, DFT ωB97M-V/def2-TZVPD
N -2.67 0.54 0.18
N 0.11 1.74 0.69
N 2.39 0.21 -0.91
C -1.34 -0.33 0.16
C -0.16 0.64 -0.15
C 1.72 -0.41 1.37
C 1.36 -0.47 -0.05
C -1.66 -1.30 -1.01
H 2.37 1.22 -0.58
H -1.67 -0.70 -1.97
H 0.30 1.54 1.62
H -3.34 -0.30 0.33
H -1.25 -0.90 1.16
H 3.37 -0.14 -0.70
H -0.30 0.72 -1.27
H 1.08 -0.95 1.99
H 2.24 0.13 -1.96
H -2.83 1.39 0.80
H 0.72 2.42 0.19
H -2.57 -1.91 -0.93
H 1.26 -1.52 -0.39
H 1.72 0.51 1.97
H 2.85 -0.92 1.46
H -2.84 0.79 -0.78
H -0.87 -1.99 -1.23
```

Its HOMO energy is -17.34 eV. Its charge is +2. As for the SMILES: C[C@H]([NH3+])C(N)[C@H](C)[NH3+]. The calculated total energy comes out at -9912.844 eV. The value obtained for the max |F| is 4.84 eV/A. The LUMO energy is -6.6 eV. Its energy above the lowest of the compared OMol25 structures with the same formula, charge and spin is 41.84 kcal per mole.

Mulliken atomic charges, in units of e:
1. N -0.3019
2. N -0.4511
3. N -0.2358
4. C -0.1298
5. C -0.2057
6. C -1.5097
7. C -0.0255
8. C -1.3586
9. H 0.3578
10. H 0.4428
11. H 0.2438
12. H 0.4357
13. H 0.2259
14. H 0.4248
15. H 0.4078
16. H 0.4474
17. H 0.3733
18. H 0.3512
19. H 0.3158
20. H 0.4556
21. H 0.3160
22. H 0.4055
23. H 0.3466
24. H 0.3755
25. H 0.2926

=====

This record from OMol25 describes a molecular structure, C5H3Cl2GaNO3Rh in a non-equilibrium geometry. The level of theory is ωB97M-V/def2-TZVPD.

Geometry as XYZ:
```
16
C5H3Cl2GaNO3Rh, DFT ωB97M-V/def2-TZVPD
Rh -0.31 -0.67 -3.42
Ga -0.27 0.47 0.61
Cl -1.37 1.29 -0.91
Cl -0.20 -2.12 -1.75
O 2.19 2.15 1.11
O -0.47 1.51 -5.44
O 0.58 -2.97 -5.15
N -1.33 -0.67 1.61
C -0.28 0.59 -4.73
C 0.26 -2.07 -4.42
C -2.03 -1.14 2.42
C -2.72 -1.77 3.51
C 1.45 1.24 1.02
H -2.85 -2.83 3.23
H -2.11 -1.65 4.43
H -3.66 -1.26 3.64
```

Its HOMO energy (alpha / beta) is -25.06 / -26.91 eV. Its charge is +4. The calculated total energy comes out at -93237.248 eV. The expectation value of S² is 6.020. The multiplicity is 5. The value obtained for the max |F| is 16.43 eV/A. The LUMO energy (alpha / beta) is -17.1 / -21.4 eV.

Mulliken atomic charges, in units of e:
1. Rh 0.5765
2. Ga 0.3944
3. Cl 0.0650
4. Cl 0.2319
5. O 0.0727
6. O 0.0650
7. O 0.0030
8. N -0.0606
9. C 0.5053
10. C 0.5359
11. C 0.6443
12. C -0.6644
13. C 0.5615
14. H 0.3523
15. H 0.3625
16. H 0.3546

=====

This record from OMol25 describes a molecular structure, C39H43ClP2PtSi2 in a non-equilibrium geometry. The level of theory is ωB97M-V/def2-TZVPD.

Geometry as XYZ:
```
88
C39H43ClP2PtSi2, DFT ωB97M-V/def2-TZVPD
Pt -0.14 -0.35 2.43
Cl 1.96 0.31 -0.54
P 1.60 -0.94 3.87
P 0.02 1.68 3.50
Si 0.03 -0.06 0.12
Si 2.04 -0.01 -4.54
C -3.22 2.53 -0.33
C 0.50 -1.44 -6.51
C -1.07 1.36 -0.43
C 1.42 1.50 -5.48
C -2.88 3.27 -1.47
C 1.20 0.34 7.77
C -2.32 1.59 0.18
C -2.28 -0.97 2.59
C -0.01 -2.62 -7.07
C 1.24 0.03 5.38
C -0.72 2.16 -1.53
C -2.67 -0.24 3.79
C -1.90 -1.66 -1.38
C 1.32 2.74 2.82
C 1.61 -0.39 6.66
C 1.47 3.23 -7.19
C 0.16 1.97 -5.06
C -1.92 -4.10 -1.37
C 0.53 1.23 5.22
C -0.74 -1.64 -0.60
C 1.86 -2.65 4.31
C 0.56 1.58 7.59
C 2.19 -2.73 -5.34
C -1.37 -1.99 4.49
C -1.50 -2.12 3.05
C -2.02 -0.81 4.89
C 0.56 -3.85 -6.75
C 1.54 -1.50 -5.56
C 3.22 -0.37 3.27
C -1.40 2.79 3.68
C 2.07 2.13 -6.55
C -0.20 -2.87 -0.17
C 0.23 3.70 -6.75
C -2.48 -2.88 -1.77
C -1.63 3.09 -2.06
C -0.78 -4.08 -0.56
C 1.69 -3.90 -5.92
C 0.25 2.04 6.31
C -0.43 3.06 -5.69
H 1.33 -0.05 8.77
H 0.27 2.08 -1.98
H 2.29 2.23 2.84
H 2.18 -1.31 6.78
H -0.36 -5.02 -0.19
H -2.07 2.37 4.44
H 0.14 -4.77 -7.16
H -0.85 -2.56 -7.77
H -0.24 4.56 -7.23
H -4.16 2.73 0.19
H -1.91 2.89 2.71
H 3.42 0.63 3.65
H 3.51 0.14 -4.25
H 0.91 -3.13 4.57
H 3.97 -1.07 3.67
H 0.65 -2.90 0.52
H -3.40 -2.86 -2.37
H -2.64 -0.85 1.58
H -0.97 -2.74 5.17
H 1.97 3.71 -8.03
H 2.18 -4.86 -5.72
H 1.32 -0.16 -3.24
H -2.08 -0.45 5.92
H -1.31 -2.99 2.44
H -2.37 -5.04 -1.68
H 3.26 -0.39 2.17
H 0.29 2.19 8.46
H 2.30 -3.16 3.43
H 1.06 3.00 1.79
H 0.09 -0.47 -6.82
H -2.39 -0.72 -1.64
H -1.32 3.70 -2.92
H 3.04 1.75 -6.91
H 3.10 -2.74 -4.72
H -1.41 3.40 -5.35
H -3.50 0.48 3.83
H -3.58 4.01 -1.88
H -0.37 1.46 -4.25
H -0.23 3.02 6.17
H -2.63 1.05 1.08
H -0.98 3.75 4.01
H 2.56 -2.71 5.16
H 1.33 3.63 3.44
```

Its HOMO energy (alpha / beta) is -12.14 / -12.14 eV. Its charge is +2. The calculated total energy comes out at -91227.102 eV. The expectation value of S² is 6.015. The multiplicity is 5. The value obtained for the max |F| is 2.51 eV/A. The LUMO energy (alpha / beta) is -5.5 / -9.3 eV. Its energy above the lowest of the compared OMol25 structures with the same formula, charge and spin is 0.00 kcal per mole.

Mulliken atomic charges, in units of e:
1. Pt 1.1021
2. Cl -0.4547
3. P 1.0602
4. P 0.6567
5. Si 0.2884
6. Si 0.2483
7. C -0.9022
8. C -0.1783
9. C 1.0367
10. C 0.0163
11. C -0.7234
12. C -0.8309
13. C -0.3266
14. C -0.7701
15. C -0.6293
16. C 0.5905
17. C -1.1595
18. C -1.2060
19. C -0.3451
20. C -0.9579
21. C -0.8311
22. C -0.5221
23. C -0.0108
24. C -0.5803
25. C 0.2965
26. C 0.7900
27. C -1.5079
28. C -0.7357
29. C -0.5346
30. C -1.0375
31. C -0.3939
32. C -0.2703
33. C -0.4613
34. C 0.4597
35. C -1.1148
36. C -1.5746
37. C -0.4354
38. C -0.6429
39. C -0.5323
40. C -0.6199
41. C -0.4684
42. C -0.5618
43. C -0.5413
44. C -0.8830
45. C -0.6892
46. H 0.4503
47. H 0.6127
48. H 0.2567
49. H 0.3391
50. H 0.4593
51. H 0.4832
52. H 0.3879
53. H 0.3813
54. H 0.3619
55. H 0.4427
56. H 0.2460
57. H 0.3940
58. H -0.1908
59. H 0.3124
60. H 0.5455
61. H 0.5169
62. H 0.4300
63. H 1.3934
64. H 0.6873
65. H 0.3832
66. H 0.3839
67. H -0.0553
68. H 0.5090
69. H 0.6599
70. H 0.4449
71. H 0.2485
72. H 0.4288
73. H 0.4177
74. H 0.3282
75. H 0.3481
76. H 0.4028
77. H 0.5697
78. H 0.3760
79. H 0.3276
80. H 0.4782
81. H 0.6207
82. H 0.4028
83. H 0.5463
84. H 0.4164
85. H 0.4797
86. H 0.5888
87. H 0.5740
88. H 0.4979